No. 1
Formula: C29H45ClN5O4RhS
Source: the Open Molecules 2025 dataset
Level of theory: wB97M-V/def2-TZVPD

Structure (ORCA input):
```
! RIJCOSX wB97M-V def2-TZVPD def2/J DEFGRID3
* xyz 2 1
Rh 1.003 -0.344 2.059
C 1.928 -0.511 4.790
N 0.633 -0.697 4.073
C -0.399 0.078 4.796
C 0.281 -2.146 4.062
C -0.815 -2.360 3.055
N -0.367 -1.843 1.724
C 0.351 -2.925 0.985
C -1.555 -1.452 0.921
H 1.803 -0.808 5.833
H 2.213 0.538 4.739
H 2.696 -1.121 4.323
H -0.495 -0.317 5.809
H -1.362 0.009 4.298
H -0.081 1.116 4.857
H -0.026 -2.461 5.062
H 1.182 -2.699 3.795
H -1.715 -1.817 3.341
H -1.085 -3.412 2.959
H -0.355 -3.735 0.796
H 1.187 -3.289 1.574
H 0.716 -2.523 0.043
H -2.191 -2.329 0.787
H -1.235 -1.103 -0.060
H -2.112 -0.674 1.436
C 8.498 -0.505 -1.492
C 7.145 -0.460 -0.854
C 6.654 0.732 -0.313
C 5.421 0.780 0.304
C 4.675 -0.395 0.370
C 5.131 -1.604 -0.157
C 6.366 -1.620 -0.768
S 3.145 -0.352 1.118
O 2.834 -1.555 1.948
O 2.933 0.822 2.007
O 1.954 -0.307 0.159
H 8.789 0.470 -1.878
H 8.528 -1.230 -2.303
H 9.243 -0.806 -0.752
H 7.250 1.632 -0.378
H 5.043 1.701 0.728
H 4.537 -2.505 -0.086
H 6.740 -2.544 -1.188
C -4.370 3.363 -0.664
C -3.704 2.262 -1.501
C -4.623 2.032 -2.708
C -3.673 0.955 -0.696
C -2.266 2.702 -1.958
O -2.333 3.732 -2.936
C -1.318 1.590 -2.460
C -1.641 0.786 -3.740
C -1.931 -0.668 -3.453
C -3.106 -1.298 -3.845
C -3.363 -2.622 -3.512
C -2.423 -3.334 -2.788
Cl -2.734 -4.976 -2.338
C -1.216 -2.749 -2.431
C -0.982 -1.426 -2.764
C -1.482 3.471 -0.860
N -1.113 2.678 0.319
C -0.226 1.704 0.405
N -0.273 1.183 1.636
C -1.212 1.942 2.278
N -1.735 2.846 1.500
H -5.426 3.125 -0.536
H -4.310 4.328 -1.168
H -3.939 3.460 0.332
H -5.591 1.684 -2.346
H -4.251 1.277 -3.390
H -4.820 2.954 -3.258
H -4.674 0.745 -0.317
H -3.013 1.018 0.171
H -3.367 0.107 -1.311
H -2.931 3.472 -3.646
H -1.166 0.866 -1.658
H -0.359 2.092 -2.615
H -0.768 0.833 -4.395
H -2.448 1.236 -4.316
H -3.843 -0.756 -4.425
H -4.285 -3.098 -3.815
H -0.465 -3.342 -1.925
H -0.026 -0.979 -2.506
H -2.049 4.319 -0.495
H -0.558 3.840 -1.304
H 0.430 1.385 -0.385
H -1.504 1.830 3.304
*
```

Values from the calculation:
E_HOMO, eV: -13.24
ΔE to the lowest compared entry with this formula, charge and spin, kJ/mol: 47.3
HOMO-LUMO gap, eV: 6.29

***

No. 2
Formula: C5H11N4O
Source: the Open Molecules 2025 dataset
Level of theory: wB97M-V/def2-TZVPD

Structure (ORCA input):
```
! RIJCOSX wB97M-V def2-TZVPD def2/J DEFGRID3
* xyz 1 1
C -1.200 1.960 0.153
C 0.010 1.270 0.181
C -1.852 -0.566 -0.522
C -4.148 0.066 -0.349
C 1.216 0.795 0.285
N -2.428 1.557 -0.016
N -2.765 0.355 -0.110
N -1.959 -1.814 -0.280
N 4.623 0.294 -0.232
O 1.885 0.165 -0.624
H -1.072 2.973 -0.003
H -4.249 -0.277 -1.345
H -4.406 -0.702 0.318
H -4.613 1.006 0.029
H 1.727 1.084 1.301
H -1.426 -2.451 -0.869
H -2.789 -2.145 0.174
H 4.587 -0.697 -0.415
H 4.837 0.803 -1.064
H 5.253 0.595 0.506
H 2.851 -0.089 -0.436
*
```

Values from the calculation:
E_HOMO (alpha / beta), eV: -12.73 / -12.73
ΔE to the lowest compared entry with this formula, charge and spin, kJ/mol: 648.5
HOMO-LUMO gap (alpha / beta), eV: 7.67 / 7.67

***

No. 3
Formula: C21H6F4N5O4S2W
Source: the Open Molecules 2025 dataset
Level of theory: wB97M-V/def2-TZVPD

Structure (ORCA input):
```
! RIJCOSX wB97M-V def2-TZVPD def2/J DEFGRID3
* xyz 3 1
W -0.026 -0.929 0.975
S 0.949 2.934 0.965
C 2.500 2.371 1.283
C 2.572 1.022 1.623
C 1.344 0.392 1.684
C 0.228 1.276 1.243
C -2.149 0.918 1.699
C -3.343 1.503 2.069
C -4.519 0.864 1.673
C -4.430 -0.327 0.961
C -3.185 -0.837 0.628
N -2.042 -0.212 0.973
H 3.353 3.028 1.188
H 3.516 0.534 1.828
H -3.361 2.416 2.647
H -5.483 1.286 1.929
H -5.319 -0.866 0.668
H -3.100 -1.770 0.082
O 0.736 0.860 3.997
S -0.550 0.341 3.808
O -1.720 0.665 4.483
O -0.572 -0.900 2.997
O -0.920 1.437 2.142
F 3.625 -1.307 -0.738
C 2.487 -1.028 -1.354
C 2.488 -0.225 -2.464
F 3.630 0.249 -2.907
C 1.272 0.150 -3.162
C 0.071 -0.315 -2.584
C 0.034 -1.064 -1.376
F -1.097 -1.874 -1.264
C 1.280 -1.562 -0.751
C 1.312 -2.659 0.248
C 0.062 -3.095 0.738
N -1.011 -2.845 1.166
C 2.516 -3.327 0.637
N 3.447 -3.918 0.932
F -1.089 -0.070 -3.139
C 1.296 0.866 -4.381
C 2.482 1.251 -5.036
N 3.403 1.675 -5.574
C 0.126 1.330 -5.020
N -0.813 1.762 -5.518
*
```

Values from the calculation:
E_HOMO (alpha / beta), eV: -18.78 / -19.00
ΔE to the lowest compared entry with this formula, charge and spin, kJ/mol: 333.6
HOMO-LUMO gap (alpha / beta), eV: 5.26 / 5.51

***

No. 4
Formula: C45H70F9NO20S4
Source: the Open Molecules 2025 dataset
Level of theory: wB97M-V/def2-TZVPD

Structure (ORCA input):
```
! RIJCOSX wB97M-V def2-TZVPD def2/J DEFGRID3
* xyz 0 1
C -3.254 4.605 0.286
C -2.597 3.618 0.452
C -1.724 2.537 0.880
C -1.563 1.459 -0.201
C -2.723 0.477 -0.339
O -4.000 1.105 -0.352
C -4.879 0.637 0.614
O -5.826 -0.022 0.316
C -4.568 1.068 2.020
C -4.945 2.324 2.412
C -4.624 2.724 3.684
C -3.944 1.876 4.514
C -3.601 0.615 4.120
C -3.912 0.196 2.853
C -2.495 -0.320 -1.651
C -3.662 -1.223 -2.051
C -3.745 -1.402 -3.580
C -4.967 -0.743 -4.240
F -5.053 -1.217 -5.508
F -6.068 -1.091 -3.537
C -4.813 0.797 -4.255
F -4.995 1.273 -3.018
F -3.559 1.128 -4.621
S -5.982 1.740 -5.426
F -5.221 1.197 -6.687
F -5.013 2.993 -5.348
F -6.793 2.353 -4.199
F -7.023 0.553 -5.461
F -6.905 2.571 -6.398
S -0.994 -1.257 -1.430
O -1.170 -2.201 -0.366
O -0.617 -1.836 -2.680
O 0.097 -0.156 -1.071
C -0.248 0.708 0.043
C -0.156 0.014 1.399
C 1.094 -0.868 1.571
C 2.378 -0.314 0.920
C 3.545 -0.425 1.912
N 4.810 -0.187 1.210
C 5.801 0.510 2.046
C 5.497 1.996 2.173
C 5.110 2.667 0.842
C 3.710 3.332 0.868
C 5.351 -1.342 0.619
S 6.010 -1.258 -0.862
S 5.357 -2.911 1.498
C 7.120 -3.170 1.877
C 7.418 -3.011 3.357
C 6.574 -3.955 4.240
H -3.979 5.349 0.076
H -0.741 3.005 1.000
H -2.002 2.154 1.857
H -1.470 1.972 -1.161
H -2.719 -0.267 0.458
H -5.471 2.976 1.735
H -4.900 3.724 3.983
H -3.683 2.228 5.501
H -3.067 -0.059 4.771
H -3.638 -0.790 2.514
H -2.296 0.435 -2.410
H -3.453 -2.209 -1.636
H -4.583 -0.887 -1.588
H -2.825 -1.132 -4.086
H -3.891 -2.460 -3.782
H 0.511 1.485 0.054
H -1.044 -0.565 1.640
H -0.102 0.806 2.148
H 0.851 -1.865 1.214
H 1.278 -0.963 2.642
H 2.608 -0.917 0.046
H 2.300 0.739 0.673
H 3.518 -1.370 2.461
H 3.426 0.387 2.629
H 5.880 0.029 3.030
H 6.770 0.394 1.565
H 4.739 2.200 2.928
H 6.407 2.466 2.546
H 5.202 1.995 -0.005
H 5.823 3.473 0.667
H 3.789 4.413 0.850
H 3.158 3.031 1.758
H 3.124 3.015 0.005
H 7.739 -2.533 1.251
H 7.349 -4.195 1.591
H 7.227 -1.989 3.684
H 8.481 -3.201 3.510
H 7.169 -4.347 5.059
H 5.743 -3.414 4.684
H 6.199 -4.760 3.614
C 7.799 -9.874 4.699
O 6.458 -10.215 4.338
C 5.735 -9.190 3.887
O 6.117 -8.055 3.767
O 4.516 -9.639 3.589
C 3.628 -8.637 3.088
H 8.274 -10.787 5.044
H 8.345 -9.493 3.838
H 7.806 -9.142 5.504
H 4.012 -8.210 2.164
H 3.475 -7.854 3.829
H 2.683 -9.133 2.889
C 0.027 5.539 -0.122
O 1.151 5.503 0.766
C 1.302 6.600 1.506
O 0.596 7.573 1.482
O 2.376 6.431 2.281
C 2.662 7.541 3.135
H 0.016 4.595 -0.661
H -0.898 5.638 0.434
H 0.131 6.351 -0.840
H 1.836 7.721 3.820
H 2.866 8.435 2.549
H 3.549 7.273 3.703
C -9.828 2.110 -5.220
O -11.135 1.854 -5.750
C -11.704 2.925 -6.293
O -11.205 4.021 -6.362
O -12.909 2.584 -6.746
C -13.632 3.653 -7.359
H -9.465 1.177 -4.802
H -9.157 2.439 -6.004
H -9.879 2.853 -4.425
H -13.095 4.033 -8.226
H -13.809 4.456 -6.646
H -14.584 3.240 -7.678
C 10.625 -9.807 1.408
O 11.006 -9.251 2.669
C 12.275 -9.482 3.009
O 13.079 -10.096 2.360
O 12.495 -8.915 4.196
C 13.826 -9.084 4.688
H 9.581 -9.546 1.257
H 11.221 -9.380 0.604
H 10.728 -10.890 1.419
H 14.547 -8.630 4.012
H 14.053 -10.140 4.826
H 13.866 -8.580 5.649
C -8.747 5.713 -6.166
O -7.564 5.777 -5.355
C -7.417 6.912 -4.681
O -8.167 7.854 -4.698
O -6.284 6.834 -3.975
C -5.999 7.998 -3.199
H -8.742 4.745 -6.651
H -9.639 5.795 -5.554
H -8.733 6.495 -6.924
H -6.786 8.176 -2.467
H -5.881 8.870 -3.840
H -5.063 7.805 -2.682
*
```

Values from the calculation:
E_HOMO, eV: -8.24
HOMO-LUMO gap, eV: 7.90

***

No. 5
Formula: C5H17NO5
Source: the Open Molecules 2025 dataset
Level of theory: wB97M-V/def2-TZVPD

Structure (ORCA input):
```
! RIJCOSX wB97M-V def2-TZVPD def2/J DEFGRID3
* xyz 0 1
C 0.795 1.685 2.136
C 1.157 0.309 1.736
C 0.391 -0.491 0.586
C -0.444 0.645 -0.366
N -0.564 0.468 -1.845
C -1.819 0.765 0.256
O -2.827 0.350 -0.136
O -1.694 1.568 1.346
H 1.453 2.194 2.827
H -0.143 1.845 2.822
H 0.398 2.370 1.348
H 0.952 -0.376 2.621
H 2.226 0.237 1.488
H -0.363 -1.295 1.024
H 1.149 -0.913 0.161
H 0.059 1.645 -0.160
H 0.380 0.533 -2.316
H -1.116 -0.245 -2.009
H -2.498 1.878 1.796
O -4.127 -1.561 1.619
H -3.195 -1.331 1.373
H -4.747 -1.162 1.085
O 1.565 -1.951 -3.032
H 1.636 -2.508 -2.281
H 0.960 -2.164 -3.771
O 3.775 -0.722 -3.058
H 2.802 -0.503 -2.961
H 3.842 -1.268 -2.289
*
```

Values from the calculation:
E_HOMO, eV: -9.34
ΔE to the lowest compared entry with this formula, charge and spin, kJ/mol: 372.2
HOMO-LUMO gap, eV: 9.57